[1]
75
Properties=species:S:1:pos:R:3:mulliken_charge:R:1 method="wB97M-V/def2-TZVPD" spin_multiplicity=5 gap_ev="6.2738 / 6.4851" e_above_lowest_kj_mol=355.37 total_charge=0
C -1.232 -0.627 3.980 -0.0626
C -1.868 -0.313 2.748 -0.8873
C -1.907 -1.512 1.963 -0.8601
H -2.310 0.647 2.436 0.3229
C -1.153 -2.501 2.672 -0.5077
C -0.753 -1.935 3.917 -0.9044
H -0.176 -2.438 4.723 0.5761
H -1.185 0.076 4.840 0.5605
H -2.424 -1.695 1.018 0.8685
H -0.962 -3.544 2.371 0.4433
Fe 0.171 -0.878 1.773 0.3085
Si 1.671 1.394 0.040 0.2565
C 0.090 2.476 -0.487 0.9943
C 0.568 3.716 -0.887 -0.9300
H 1.649 3.860 -1.013 0.3339
C -0.308 4.794 -1.083 -0.7237
H 0.074 5.765 -1.407 0.3950
C -1.679 4.623 -0.834 -0.4058
H -2.337 5.478 -0.998 0.3589
C -2.184 3.393 -0.418 -0.8984
H -3.280 3.307 -0.271 0.3806
C -1.292 2.324 -0.205 0.4550
H -1.689 1.379 0.173 0.0717
C -0.021 -1.595 -0.410 2.1339
C -1.307 -1.361 -1.164 -0.3280
H -1.813 -0.382 -1.139 1.1972
C -2.035 -2.522 -1.586 -0.9523
H -2.999 -2.309 -2.075 0.3842
C -1.571 -3.790 -1.242 -0.7782
H -2.272 -4.617 -1.387 0.3877
C -0.381 -3.995 -0.516 -0.6243
H -0.147 -4.994 -0.108 0.5078
C 0.445 -2.921 -0.178 -0.8836
H 1.401 -3.081 0.323 0.3671
H 0.487 0.820 0.866 0.0186
Si 0.234 -0.988 -2.119 -1.2335
C 0.743 -2.182 -3.431 0.7759
C 0.017 -2.091 -4.659 -0.4780
H -0.604 -1.237 -4.885 0.3209
C 0.086 -3.162 -5.549 -0.6308
H -0.504 -3.110 -6.468 0.3802
C 0.874 -4.280 -5.260 -0.5618
H 0.915 -5.086 -5.972 0.3996
C 1.644 -4.323 -4.090 -0.4814
H 2.248 -5.199 -3.829 0.3816
C 1.632 -3.263 -3.188 -0.2796
H 2.235 -3.309 -2.286 0.4291
C 0.004 0.682 -3.051 0.5561
C -1.309 1.051 -3.349 0.1925
H -2.128 0.405 -3.024 0.3694
C -1.621 2.233 -4.032 -0.7329
H -2.673 2.526 -4.177 0.3697
C -0.586 3.051 -4.512 -0.4978
H -0.816 4.006 -5.024 0.3373
C 0.753 2.650 -4.314 -0.5702
H 1.575 3.278 -4.688 0.3900
C 1.020 1.466 -3.605 -0.5192
H 2.061 1.161 -3.463 0.3233
H 2.396 2.373 0.818 -0.2669
Cl 2.556 -0.693 0.936 -0.4229
O -0.798 2.332 4.355 -0.5287
C 0.571 2.411 3.913 0.1895
C 1.352 1.372 4.666 0.3912
C 1.903 1.743 5.894 -0.9233
C 2.536 0.790 6.682 -0.3220
C 2.624 -0.507 6.166 -0.8542
C 2.084 -0.770 4.900 -0.3111
N 1.494 0.163 4.148 0.2581
H -1.273 3.113 4.028 0.3037
H 0.971 3.406 4.158 0.5749
H 0.654 2.207 2.826 -0.5840
H 1.744 2.785 6.162 0.3942
H 2.930 1.041 7.675 0.3782
H 3.080 -1.321 6.731 0.3704
H 2.108 -1.765 4.483 0.5367

[2]
75
Properties=species:S:1:pos:R:3:mulliken_charge:R:1 method="wB97M-V/def2-TZVPD" spin_multiplicity=6 gap_ev="6.6526 / 7.3401" e_above_lowest_kj_mol=222.73 total_charge=+1
C -1.938 -0.793 4.306 -0.1698
C -3.047 -0.572 3.430 -0.7064
C -3.160 -1.706 2.564 -0.7168
H -3.738 0.264 3.550 0.4919
C -2.122 -2.630 2.906 -0.4318
C -1.356 -2.051 3.979 -0.2220
H -0.547 -2.505 4.542 0.3468
H -1.650 -0.177 5.154 0.6015
H -3.939 -1.838 1.792 0.4997
H -1.921 -3.611 2.488 0.5160
Fe -1.286 -0.740 2.206 0.5286
Si -1.114 -0.575 -2.912 0.0656
C -0.539 1.086 -3.792 0.6151
C 0.766 1.171 -4.295 -0.2350
H 1.398 0.283 -4.347 0.3716
C 1.250 2.368 -4.819 -0.6875
H 2.308 2.456 -5.091 0.3678
C 0.386 3.453 -4.986 -0.4820
H 0.773 4.424 -5.316 0.4086
C -0.979 3.284 -4.742 -0.4628
H -1.680 4.086 -4.978 0.4057
C -1.442 2.083 -4.191 -0.5184
H -2.523 1.912 -4.133 0.3391
C -0.319 -1.808 -4.052 0.3127
C -0.750 -2.006 -5.381 -0.5246
H -1.619 -1.469 -5.768 0.3698
C -0.020 -2.870 -6.203 -0.6180
H -0.354 -3.036 -7.227 0.3986
C 1.121 -3.523 -5.731 -0.5289
H 1.654 -4.226 -6.364 0.3942
C 1.546 -3.303 -4.428 -0.8242
H 2.426 -3.800 -4.028 0.4262
C 0.829 -2.453 -3.586 0.3000
H 1.188 -2.276 -2.563 0.2895
H -2.575 -0.568 -3.199 -0.2739
Si 1.580 0.734 -0.240 0.1206
C 0.755 -0.935 -0.565 0.9419
C -0.652 -1.161 -1.079 1.5902
H -1.444 -0.375 -0.892 -0.5342
C -1.208 -2.459 -0.706 -1.1170
H -2.288 -2.557 -0.786 0.5173
C -0.487 -3.416 -0.030 -0.6681
H -0.965 -4.363 0.258 0.6355
C 0.859 -3.229 0.304 -0.9166
H 1.433 -4.043 0.753 0.4571
C 1.463 -2.009 -0.026 -0.9591
H 2.539 -1.927 0.186 0.4536
C 0.367 2.100 -0.632 1.0465
C -0.898 1.817 -0.107 0.9018
H -1.115 0.840 0.355 -0.8851
C -1.915 2.758 -0.120 -0.9862
H -2.900 2.466 0.241 0.4780
C -1.640 4.042 -0.605 -0.6067
H -2.395 4.816 -0.500 0.4286
C -0.414 4.311 -1.224 -0.6277
H -0.234 5.298 -1.657 0.4441
C 0.563 3.322 -1.301 -0.4556
H 1.464 3.483 -1.891 0.4381
H 2.966 0.920 -0.366 -0.0947
Cl 0.987 0.547 2.071 -0.2561
O 2.160 -1.642 4.001 -0.4393
C 1.973 -1.332 5.371 -0.4487
C 1.735 0.128 5.657 0.6049
C 2.711 0.903 6.331 -0.9186
C 2.490 2.269 6.439 -0.3701
C 1.302 2.792 5.899 -0.7643
C 0.379 1.934 5.290 -0.1528
N 0.610 0.634 5.202 0.0738
H 1.869 -0.859 3.484 0.2868
H 1.125 -1.937 5.755 0.1287
H 2.888 -1.658 5.890 0.3967
H 3.576 0.374 6.712 0.3887
H 3.221 2.912 6.932 0.4096
H 1.058 3.854 5.963 0.3743
H -0.545 2.316 4.848 0.4372

[3]
78
Properties=species:S:1:pos:R:3:mulliken_charge:R:1 method="wB97M-V/def2-TZVPD" spin_multiplicity=3 gap_ev="8.9751 / 5.9024" e_above_lowest_kj_mol=66.49 total_charge=+2
Au -0.543 1.196 -0.985 1.4526
C -0.013 -2.483 -1.022 -1.0507
C -1.510 -2.319 -0.761 -0.9838
As -2.023 -0.509 -0.240 0.1983
C -2.206 -0.524 1.668 0.4861
C -1.398 0.272 2.470 -0.0403
C -1.611 0.306 3.844 -0.6711
C -2.632 -0.447 4.406 -0.5331
C -3.445 -1.241 3.599 -0.7786
C -3.238 -1.275 2.232 -0.3935
C -3.801 -0.199 -0.852 0.6260
C -4.312 1.090 -0.707 -0.7065
C -5.619 1.347 -1.090 -0.7333
C -6.402 0.325 -1.617 -0.4912
C -5.886 -0.953 -1.764 -0.7766
C -4.577 -1.220 -1.383 -0.1074
As 1.181 -1.903 0.416 0.8250
C 2.916 -1.836 -0.287 0.1548
C 3.168 -2.152 -1.626 -0.3895
C 4.470 -2.126 -2.088 -0.6559
C 5.503 -1.750 -1.237 -0.4677
C 5.249 -1.415 0.091 -0.7934
C 3.953 -1.448 0.572 -0.5335
C 1.165 -3.235 1.783 0.4895
C 2.241 -4.126 1.874 -0.5819
C 2.156 -5.189 2.760 -0.7125
C 1.033 -5.347 3.562 -0.5524
C -0.018 -4.438 3.492 -0.6544
C 0.045 -3.372 2.611 0.2511
H 0.273 -1.907 -1.899 0.4823
H 0.246 -3.529 -1.179 0.6912
H -1.862 -3.016 -0.006 0.5862
H -2.052 -2.511 -1.682 0.5556
H -0.605 0.861 2.028 0.3187
H -0.982 0.923 4.475 0.4303
H -2.807 -0.408 5.473 0.4387
H -4.244 -1.825 4.039 0.4389
H -3.880 -1.886 1.609 0.4287
H -3.706 1.886 -0.294 0.4017
H -6.029 2.343 -0.978 0.4124
H -7.422 0.528 -1.916 0.4073
H -6.499 -1.746 -2.174 0.4201
H -4.185 -2.221 -1.502 0.3312
H 2.364 -2.424 -2.296 0.4237
H 4.681 -2.386 -3.117 0.4296
H 6.516 -1.705 -1.615 0.4210
H 6.064 -1.132 0.744 0.4430
H 3.751 -1.194 1.604 0.5193
H 3.118 -4.014 1.255 0.3630
H 2.974 -5.895 2.824 0.4243
H 0.981 -6.178 4.254 0.4026
H -0.882 -4.555 4.134 0.4572
H -0.756 -2.649 2.589 0.2447
O 3.345 0.966 -2.678 -0.5468
C 2.162 1.116 -2.554 0.0795
O 1.506 0.361 -1.625 -0.0302
C 1.331 2.039 -3.361 0.5706
C 1.879 2.705 -4.440 -0.7453
C 1.059 3.547 -5.174 -0.2660
C -0.269 3.690 -4.801 -0.8087
C -0.736 2.991 -3.703 -0.2665
N 0.047 2.168 -2.991 -0.1242
H 2.921 2.554 -4.682 0.5017
H 1.449 4.087 -6.028 0.4653
H -0.937 4.336 -5.354 0.4202
H -1.765 3.081 -3.378 0.5087
C 2.535 4.609 2.225 -0.8528
N 1.529 4.501 1.168 0.1086
C 0.925 5.749 0.698 -0.9042
C 1.227 3.336 0.621 0.5345
O 0.409 3.190 -0.312 -0.9455
H 2.092 5.060 3.112 0.3314
H 3.365 5.230 1.893 0.3419
H 2.910 3.620 2.478 0.2501
H 1.702 6.405 0.310 0.3407
H 0.426 6.243 1.531 0.3390
H 0.207 5.533 -0.084 0.2262
H 1.779 2.490 1.038 0.1241